DFT (the ωB97M-V functional and the def2-TZVPD basis) results for C18H25As2N4O2Sc as an isolated structure in a non-equilibrium geometry.

The geometry in ORCA input format:
```
! RIJCOSX wB97M-V def2-TZVPD def2/J DEFGRID3
* xyz 2 1
Sc 7.7499 11.0188 7.8590
C 12.1507 10.3108 8.1584
As 10.4178 10.6079 7.2544
C 11.0141 12.0861 6.0791
C 10.4386 9.1363 5.9545
C 11.4982 9.0613 5.0730
C 11.5725 7.9951 4.1720
C 10.5668 7.0279 4.1405
C 9.4775 7.1407 5.0082
C 9.4230 8.1653 5.9286
As 7.9285 8.3062 7.2020
C 8.8582 7.3256 8.6846
C 6.6882 6.8738 6.6040
H 12.8948 9.9038 7.4707
H 11.9745 9.5765 8.9554
H 12.5113 11.2317 8.6118
H 12.0859 11.9999 5.8425
H 10.8643 13.0244 6.6361
H 10.4297 12.1114 5.1542
H 12.2877 9.8111 5.0888
H 12.4355 7.8955 3.5093
H 10.6180 6.1811 3.4559
H 8.7138 6.3675 5.0067
H 9.3117 6.3879 8.3339
H 8.1141 7.1218 9.4563
H 9.6421 7.9774 9.1101
H 7.1444 5.8765 6.6929
H 6.3597 7.0556 5.5769
H 5.8336 6.9329 7.2924
N 5.3508 11.1743 7.7421
N 5.1789 9.8298 8.2076
C 6.0529 9.4334 9.3463
O 6.0376 8.2769 9.7526
O 6.9746 10.3635 9.6726
H 4.9434 11.8495 8.3930
H 4.9007 11.3103 6.8370
H 4.3056 9.3425 7.9835
N 9.4542 14.5390 9.7067
C 9.4256 13.2631 9.3200
N 8.3851 12.9690 8.5489
C 7.6170 14.1736 8.4521
C 6.4088 14.4914 7.7623
C 5.9182 15.7975 7.8720
C 6.5455 16.7662 8.6942
C 7.7510 16.4980 9.3431
C 8.2827 15.1859 9.2251
H 10.2417 14.9710 10.2261
H 10.1709 12.5563 9.6415
H 5.9156 13.7294 7.1510
H 5.0015 16.0798 7.3547
H 6.0797 17.7464 8.7870
H 8.2866 17.2727 9.9012
*
```

Results
energy above the lowest of the compared OMol25 structures with the same formula, charge and spin: 0.0000 eV
gap between HOMO and LUMO: 7.76 eV
E_HOMO: -14.765 eV